DFT (ωB97M-V with the def2-TZVPD basis set) results for a cluster of 2 separate species, C30H53FINO10P in total at a distorted geometry.

Output
HOMO in eV: -10.913
LUMO energy in eV: -2.6
Frontier orbital gap in eV: 8.281
Total charge: +1

Positions of all 97 atoms, in Å:
C1 -2.81897 0.72838 -4.00899
C2 -2.75368 2.06598 -3.26533
O1 -3.26897 1.97639 -1.93968
C3 -2.30182 2.04367 -0.92687
C4 -1.58686 0.70443 -0.82515
O2 -0.70190 0.78528 0.30524
C5 0.10467 -0.30568 0.64561
C6 -0.25502 -1.62049 -0.03148
O3 -1.56022 -2.02685 0.29712
C7 -1.72375 -3.43624 0.34758
C8 -3.10459 -3.76042 0.90083
C9 1.60121 0.10461 0.48645
C10 2.38647 -0.54918 -0.65515
C11 3.28486 0.44688 -1.39117
C12 3.55170 0.21766 -2.81614
O4 4.53528 -0.04289 -1.75920
C13 2.30958 0.21446 1.93626
C14 3.72668 -0.38470 1.99222
C15 4.87674 0.49331 1.48442
C16 2.32551 1.73539 2.22035
P1 3.19943 2.39915 3.66808
O5 3.98615 1.46079 4.47915
O6 2.08461 3.17683 4.51323
O7 4.03873 3.56119 2.97320
C17 1.34798 -0.66599 2.78919
I1 1.06934 -0.18495 4.87037
C18 1.54395 -2.17555 2.61163
C19 2.47452 -2.94098 3.54538
C20 2.30015 -4.44095 3.36139
O8 2.97801 -4.85213 2.18715
C21 2.18983 -5.57598 1.26463
N1 -0.00238 -0.31881 2.17207
O9 -1.05270 -1.01817 2.74010
C22 -2.22760 -0.21325 2.90423
C23 -3.22099 -1.00969 3.72537
C24 -4.46913 -0.15248 3.92205
O10 -2.64281 -1.37763 4.96517
H1 -1.84144 0.42137 -4.37565
H2 -3.45649 0.81530 -4.88618
H3 -3.25085 -0.04252 -3.37455
H4 -1.72889 2.44762 -3.24619
H5 -3.33895 2.81563 -3.79586
H6 -1.59187 2.85685 -1.09933
H7 -2.84653 2.21427 0.00178
H8 -1.00032 0.53215 -1.73031
H9 -2.33020 -0.07794 -0.69563
H10 -0.17856 -1.48557 -1.11298
H11 0.46935 -2.38806 0.23392
H12 -0.94908 -3.89111 0.97544
H13 -1.60864 -3.86583 -0.65277
H14 -3.03907 -4.05782 1.94629
H15 -3.75628 -2.89251 0.83385
H16 -3.53917 -4.59601 0.35924
H17 1.47592 1.13801 0.16174
H18 3.04122 -1.35074 -0.32693
H19 1.70370 -0.93030 -1.41105
H20 3.20853 1.47634 -1.06361
H21 3.17004 -0.69701 -3.24815
H22 3.97181 0.99491 -3.43389
H23 3.75795 -1.34029 1.48086
H24 3.92462 -0.60695 3.04022
H25 5.32608 1.04181 2.30765
H26 4.58580 1.21420 0.72538
H27 5.64614 -0.13424 1.04255
H28 1.31473 2.15273 2.24319
H29 2.80652 2.20861 1.36700
H30 2.05547 2.81417 5.41130
H31 4.66133 3.93118 3.62075
H32 1.94020 -2.32218 1.60556
H33 0.56654 -2.65839 2.63631
H34 3.51890 -2.73921 3.31745
H35 2.32433 -2.69531 4.59497
H36 1.24247 -4.71844 3.32011
H37 2.74926 -4.94566 4.21890
H38 2.86938 -6.06163 0.57044
H39 1.54028 -4.90649 0.68630
H40 1.58286 -6.33220 1.76502
H41 -0.12732 0.68412 2.37001
H42 -1.99221 0.72816 3.41461
H43 -2.65739 0.01636 1.92791
H44 -3.46487 -1.93489 3.20877
H45 -4.20508 0.90640 3.98568
H46 -4.95553 -0.42918 4.85244
H47 -5.15840 -0.24947 3.08596
H48 -2.45550 -0.56952 5.46080
F1 -1.48659 2.22737 -6.56826
C25 -2.08816 3.30735 -7.12324
C26 -3.40562 3.19957 -7.51744
C27 -4.01865 4.31059 -8.07918
C28 -3.31280 5.49453 -8.24074
C29 -1.98718 5.57125 -7.83679
C30 -1.36171 4.47062 -7.26836
H49 -3.93314 2.26392 -7.38944
H50 -5.05178 4.24810 -8.39286
H51 -3.79489 6.35552 -8.68259
H52 -1.43354 6.49131 -7.96593
H53 -0.33073 4.50773 -6.94380

Forces on atoms 1 to 6 (eV/Å):
C -0.065 0.189 -0.206
C 0.065 -0.034 -0.272
O 0.001 0.195 -0.008
C -0.212 -0.355 -0.007
C 0.119 0.305 -0.083
O -0.270 -0.197 0.135



DFT (ωB97M-V with the def2-TZVPD basis set) results for a structure of composition C41H38BrIN2O5PRuS.

Output
HOMO (alpha / beta) in eV: -9.941 / -10.493
LUMO energy (alpha / beta) in eV: -2.5 / -3.5
Multiplicity: 5
Frontier orbital gap (alpha / beta) in eV: 7.479 / 7.011
ΔE to the lowest compared entry with this formula, charge and spin in eV: 4.4624
Total charge: +1

Positions of all 91 atoms, in Å:
Ru1 0.80401 -0.73378 0.59955
I1 3.31920 -1.70420 1.66405
C1 2.36518 -1.83358 3.53677
C2 2.94459 -2.60957 4.49415
C3 2.43979 -2.58543 5.81111
C4 1.43800 -1.72228 6.13498
C5 0.83833 -0.90297 5.14661
C6 -0.14841 0.04312 5.51083
C7 -0.73748 0.81603 4.56150
C8 -0.40524 0.60110 3.20977
C9 0.51915 -0.30632 2.75219
C10 1.23506 -1.00467 3.78100
H1 3.80352 -3.22234 4.25587
H2 2.88223 -3.22745 6.56160
H3 1.08757 -1.64122 7.15688
H4 -0.41436 0.14994 6.55516
H5 -1.46493 1.57201 4.83676
H6 -2.10937 1.59223 2.64356
O1 -3.35663 3.09497 -0.47597
S1 -2.23180 2.22231 -0.51354
O2 -1.03275 2.85933 0.33337
O3 -2.43222 0.86733 -0.05682
C11 -1.48009 2.23656 -2.09701
C12 -1.70007 3.40016 -2.82464
C13 -1.21009 3.49512 -4.11362
C14 -0.52205 2.42225 -4.65199
C15 -0.30211 1.26725 -3.91383
C16 -0.77122 1.12653 -2.60913
P1 -0.46791 -0.44603 -1.66342
C17 0.83039 -1.27446 -2.70427
C18 2.10532 -0.43085 -2.56956
C19 3.08132 -0.63870 -3.68497
C20 2.74722 -1.30974 -4.78759
C21 1.41866 -1.89733 -4.98532
C22 0.49444 -1.85975 -4.02454
C23 -1.98289 -1.40585 -2.05728
C24 -3.03185 -0.86638 -2.80110
C25 -4.13518 -1.64151 -3.12692
C26 -4.20802 -2.96404 -2.71640
C27 -3.17679 -3.50364 -1.96224
C28 -2.07379 -2.73136 -1.62611
H7 -2.27040 4.20330 -2.37675
H8 -1.37366 4.39214 -4.69566
H9 -0.15862 2.47278 -5.67066
H10 0.23606 0.45167 -4.37511
H11 1.98067 0.64126 -2.38531
H12 4.06186 -0.18892 -3.57367
H13 3.47269 -1.42229 -5.58454
H14 1.20140 -2.36148 -5.93899
H15 -0.49079 -2.29003 -4.16454
H16 -3.00629 0.16128 -3.13856
H17 -4.93999 -1.20700 -3.70602
H18 -5.06788 -3.56790 -2.97625
H19 -3.22925 -4.53219 -1.62763
H20 -1.27970 -3.15364 -1.02670
Br1 4.39776 -7.26784 -3.72200
C29 3.53280 -5.71120 -3.07989
C30 2.14891 -5.68079 -3.00889
C31 1.52637 -4.53801 -2.53487
C32 2.27349 -3.43358 -2.14212
C33 3.65691 -3.48548 -2.21249
C34 4.29437 -4.62682 -2.68217
C35 1.53235 -2.23728 -1.59774
O4 2.46023 -1.08436 -1.31650
O5 0.77420 -2.53977 -0.54461
H21 1.56803 -6.53934 -3.31597
H22 0.44477 -4.50575 -2.46431
H23 4.24510 -2.63476 -1.89538
H24 5.37350 -4.66961 -2.74043
C36 0.13763 4.66784 4.48939
C37 -0.36542 4.86230 3.06157
N1 -1.17415 3.73478 2.56885
C38 -2.62795 3.94609 2.52520
C39 -3.36803 3.57307 3.80804
C40 -0.62996 2.74903 1.76022
C41 0.87428 2.71111 1.69716
N2 -1.20070 1.37591 2.23477
H25 0.64427 5.57204 4.83087
H26 0.83825 3.83516 4.56384
H27 -0.69482 4.46969 5.16495
H28 0.46860 5.05888 2.39374
H29 -0.99957 5.74760 3.02809
H30 -3.05310 3.40829 1.67728
H31 -2.80559 5.00249 2.32285
H32 -3.31999 2.50497 4.03662
H33 -4.42335 3.82880 3.70141
H34 -2.97501 4.11930 4.66539
H35 1.22149 3.58408 1.15020
H36 1.18768 1.83508 1.14118
H37 1.32089 2.68108 2.68635
H38 -1.37909 0.78524 1.41030

Forces on atoms 1 to 6 (eV/Å):
Ru -0.108 -0.495 -0.034
I 0.059 -0.183 0.391
C 0.127 0.096 -0.320
C 0.002 0.018 0.025
C 0.013 -0.042 0.034
C 0.009 0.022 0.014